[1]
The following is a DFT calculation (ωB97M-V/def2-TZVPD) of a molecular structure, C20H53N3O11Sr2 at a distorted geometry.

Structure (XYZ):
```
89
Properties=species:S:1:pos:R:3:forces:R:3
Sr 2.5833 -0.2734 -1.3137 -1.1 0.2 0.8
Sr -2.1003 1.5053 2.1455 0.6 0.1 0.0
C 0.2685 -0.3409 0.6476 1.1 -0.3 -1.5
O -0.3219 -0.1006 1.6888 -2.1 0.2 3.6
O 0.2875 0.5259 -0.2666 0.1 1.9 -2.8
O 0.9291 -1.4034 0.4443 1.5 -1.6 -0.1
C 3.7228 -3.7586 -1.9583 -0.6 -0.5 -0.4
O 4.1483 -2.5060 -1.3755 -1.1 -1.7 -0.2
C 4.7581 -2.7768 -0.0956 0.5 2.3 -0.1
C 4.2648 -1.7009 0.9308 -0.5 -3.1 0.8
N 4.5272 -0.3496 0.5598 0.9 -0.9 -1.2
C 3.8777 0.5492 1.4456 1.4 2.8 1.6
C 4.2482 1.9954 0.9268 -2.0 -1.0 0.2
O 3.1683 2.2311 -0.0368 2.4 2.5 0.4
C 3.3340 3.6237 -0.5179 -1.5 -1.0 -1.9
H 4.4795 -4.3753 -2.4432 0.7 0.6 0.0
H 2.9484 -3.5972 -2.7082 0.3 0.3 -0.1
H 3.2769 -4.4526 -1.2459 -0.2 0.4 0.5
H 5.8023 -2.5677 -0.3281 0.4 -0.2 0.6
H 4.6871 -3.8255 0.1929 -0.5 0.3 0.3
H 4.6933 -1.9585 1.8994 0.8 0.0 0.2
H 3.2292 -1.8077 1.2536 -0.6 -0.2 -0.9
H 5.4955 -0.2652 0.8344 0.5 0.5 -0.9
H 4.3359 0.4158 2.4256 -0.3 0.1 0.5
H 2.8157 0.3617 1.6039 -0.2 0.3 -0.4
H 5.2455 2.0779 0.4947 0.0 -0.7 -0.7
H 4.3168 2.8326 1.6214 -0.9 -0.3 0.7
H 4.2970 3.8959 -0.9499 0.5 -0.7 0.3
H 3.0195 4.4865 0.0694 -0.1 -0.7 1.0
H 2.6450 3.5924 -1.3619 0.0 0.5 -0.2
C -3.2159 -1.9414 0.5527 0.0 -0.2 1.1
O -3.5956 -0.7092 1.1879 -0.2 -0.4 -0.7
C -5.0195 -0.5997 1.3968 1.7 0.4 0.1
C -5.3120 0.8771 1.5102 0.3 0.7 1.6
N -4.6569 1.5886 2.7060 -0.6 0.0 -0.7
C -5.0915 3.0043 2.9833 -0.1 -0.6 -0.8
C -4.8663 3.9230 1.7799 0.0 -0.5 1.0
O -3.4657 4.1907 1.6714 -0.8 0.3 0.1
C -3.1976 5.4247 1.0221 1.0 0.2 0.2
H -2.1265 -1.9746 0.5688 -0.1 0.1 -0.4
H -3.6796 -2.1456 -0.4124 0.2 0.8 -0.4
H -3.5471 -2.8022 1.1336 0.0 0.0 0.5
H -5.2232 -1.2115 2.2756 -0.7 0.0 -0.1
H -5.5240 -0.9041 0.4798 -0.3 -0.5 0.2
H -6.3964 0.9712 1.5683 -0.1 0.4 -0.3
H -4.8622 1.2778 0.6017 -0.5 0.4 -0.1
H -4.8320 1.0347 3.5321 0.0 -0.1 0.2
H -4.5851 3.4555 3.8366 0.9 -0.4 -0.1
H -6.1100 3.0966 3.3602 -0.6 -0.4 -0.6
H -5.4905 4.7799 2.0332 0.4 0.6 -0.3
H -5.2191 3.5115 0.8343 -0.2 -0.1 0.0
H -3.5070 6.3228 1.5567 -0.8 -0.2 0.3
H -3.5865 5.4520 0.0042 0.1 0.0 -0.1
H -2.1164 5.5570 1.0616 0.1 -0.4 -0.5
C 1.6322 -1.9372 4.1639 -0.2 -0.1 -0.7
O 1.3716 -0.5845 3.9893 0.4 1.3 0.5
H 0.7124 -2.5055 4.0259 -0.1 -0.4 0.5
H 2.2924 -2.2740 3.3646 0.5 -0.4 0.1
H 2.0991 -2.0582 5.1414 -0.2 -0.3 -0.1
H 0.9169 -0.4194 3.1601 -0.5 -0.2 -0.3
C -2.6467 2.6160 -1.5062 -0.8 -0.4 -0.5
O -2.2384 1.7250 -0.4694 -0.9 1.1 0.1
H -3.0298 2.0900 -2.3806 -0.1 -0.5 0.0
H -3.5075 3.1790 -1.1453 0.2 0.1 0.3
H -1.9527 3.3277 -1.9532 0.7 0.0 0.8
H -1.4641 1.1858 -0.6464 1.2 -0.2 -0.5
C 0.3374 -4.3864 1.5204 -0.5 0.7 0.6
O 1.0379 -4.1519 0.3080 -0.2 -0.7 0.2
H 0.9132 -4.1447 2.4138 0.8 -0.9 0.0
H -0.4470 -3.6549 1.7148 -0.6 0.2 -0.7
H -0.1453 -5.3634 1.5459 0.5 -0.1 -0.1
H 1.0607 -3.1945 0.2417 0.0 0.8 0.0
C -0.1205 -2.7837 -4.4255 -0.7 2.1 -1.1
C 0.8614 -1.7323 -3.8302 -2.8 0.4 -0.5
C 0.3221 -0.2641 -3.8728 0.5 -0.7 -0.7
O 1.3715 0.6406 -3.4982 0.7 -2.0 0.9
C 1.1022 1.8719 -4.0457 0.9 0.6 -1.7
N 0.9952 -2.0147 -2.4705 2.2 -1.5 3.0
H -0.6940 -2.2967 -5.2142 0.3 -0.1 -0.8
H -0.9654 -2.8901 -3.7452 0.5 -0.9 0.5
H 0.3337 -3.6760 -4.8564 -0.1 -0.1 0.6
H 1.8513 -1.8214 -4.2776 0.0 0.4 -0.3
H -0.4849 0.0412 -3.2068 -0.4 -1.1 0.3
H -0.0601 -0.0943 -4.8794 0.4 0.5 -0.3
H 1.9441 2.5497 -3.9045 -0.3 0.3 0.9
H 0.1130 2.2115 -3.7387 0.1 0.5 -0.2
H 1.2206 1.6592 -5.1081 -0.9 0.7 -0.6
H 0.2094 -2.0875 -1.8401 -0.9 0.9 -0.4
H 1.3010 -2.9749 -2.4021 0.5 -0.2 0.3
```
Forces are in eV/Å.

Calculated values
Multiplicity: 2
E_tot: -1846.91700 Eh
Net charge: +1
E_LUMO (alpha / beta): -2.24 / -2.25 eV
HOMO (alpha / beta): -4.80 / -10.72 eV
Kohn-Sham gap (alpha / beta): 2.56 / 8.46 eV


[2]
The following is a DFT calculation (ωB97M-V/def2-TZVPD) of 13 unconnected molecules or ions with the total composition C20H54N2O14S at a distorted geometry.

Structure (XYZ):
```
91
Properties=species:S:1:pos:R:3:forces:R:3
O -0.7026 -1.5689 0.8869 -4.8 -3.3 -6.3
C -1.4696 -2.0919 -0.0730 2.5 1.7 3.8
O -1.6156 -3.5732 -0.2104 -0.7 3.4 1.1
C -2.3696 -1.2004 -1.1546 -1.2 -0.8 0.5
C -3.9437 -1.7078 -0.9122 -2.9 -1.6 -0.3
C -4.6611 -1.0811 0.4613 -3.6 -3.2 -2.1
C -6.1941 -1.5611 0.7958 3.9 0.0 -2.6
C -6.8898 -2.6311 -0.2418 -2.0 -2.1 -1.5
N -8.2754 -3.2354 -0.1285 4.3 0.3 -2.5
S -8.5526 -4.3451 -1.4819 3.7 2.9 1.2
N -7.0688 -4.2522 -2.4522 0.7 4.1 5.9
C -6.2494 -3.2727 -1.6083 1.1 0.7 0.2
C -4.7169 -2.7772 -1.9275 0.4 2.3 3.1
H -2.4930 -3.8050 0.2248 1.3 0.4 -1.0
H -2.3405 -0.0472 -0.9433 0.0 -2.5 -0.2
H -2.0191 -1.3729 -2.2585 -0.7 0.0 2.2
H -4.0527 -0.3270 1.1368 -1.5 -1.8 -1.5
H -6.7105 -1.1031 1.7543 0.9 -1.4 -2.4
H -4.0846 -3.1353 -2.8558 -1.5 0.7 2.1
C -0.6012 2.7894 -0.6711 0.1 0.1 0.1
O -0.9052 1.5562 -1.2964 -0.1 -0.6 0.1
H -0.6691 3.5896 -1.4118 -0.1 -0.2 0.1
H -1.3174 2.9778 0.1324 0.1 0.2 0.1
H 0.4139 2.7542 -0.2680 0.0 0.2 0.1
H -0.8368 0.8657 -0.6151 0.3 0.4 -0.3
C 0.8681 -1.7874 3.7126 -0.2 -0.1 -0.1
O 0.9796 -1.5089 5.0961 -0.2 -0.2 0.8
H 1.1616 -0.9001 3.1467 0.0 -0.1 0.2
H 1.5291 -2.6178 3.4527 -0.1 0.0 -0.3
H -0.1672 -2.0431 3.4737 0.1 0.0 -0.3
H 0.7129 -2.3137 5.5721 0.2 0.5 -0.2
C -0.5204 1.3840 6.3309 0.3 0.0 -0.3
O -1.5014 0.3712 6.2040 -0.3 -0.5 -0.1
H -0.9687 2.2542 6.8161 0.0 -0.2 -0.1
H 0.3079 1.0158 6.9410 0.1 0.2 0.0
H -0.1586 1.6685 5.3397 0.1 0.2 0.3
H -1.0747 -0.3873 5.7705 -0.2 0.4 0.2
C -4.1214 -7.3004 -2.9085 -0.2 0.2 0.0
O -4.1493 -6.2961 -1.9112 -0.2 0.4 0.2
H -3.2693 -7.9592 -2.7257 -0.1 0.2 0.0
H -5.0451 -7.8828 -2.8663 0.1 -0.2 -0.2
H -4.0155 -6.8359 -3.8920 0.0 -0.2 -0.1
H -4.9152 -5.7274 -2.0995 0.3 -0.2 0.2
C 2.4796 3.8466 4.2703 0.1 -0.1 -0.1
O 1.4986 2.8338 4.1434 0.0 -0.5 -0.3
H 2.0313 4.7168 4.7555 0.0 -0.2 -0.1
H 3.3079 3.4784 4.8804 0.1 0.2 0.0
H 2.8414 4.1311 3.2792 0.2 0.2 0.1
H 1.9253 2.0753 3.7099 -0.3 0.3 0.3
C 3.8681 -1.1751 0.9264 -0.1 -0.1 0.0
O 3.9796 -0.8967 2.3099 -0.1 -0.2 0.7
H 4.1616 -0.2879 0.3605 0.0 -0.2 0.2
H 4.5291 -2.0056 0.6665 -0.1 0.1 -0.3
H 2.8328 -1.4309 0.6875 0.0 0.0 -0.3
H 3.7129 -1.7015 2.7859 0.2 0.6 -0.2
C -0.5566 -4.1508 -4.1596 0.1 -0.1 0.1
O -1.3289 -3.3580 -3.2769 0.0 0.2 0.4
H -0.9641 -4.0584 -5.1690 0.0 0.0 0.2
H 0.4787 -3.8012 -4.1535 0.1 -0.2 -0.2
H -0.6011 -5.1965 -3.8453 0.1 -0.1 -0.2
H -0.9439 -3.4600 -2.3899 -0.4 -0.1 -0.3
C 6.3796 0.1747 -1.5958 0.1 -0.1 -0.1
O 5.3986 -0.8381 -1.7227 0.0 -0.5 -0.3
H 5.9313 1.0449 -1.1106 0.0 -0.2 0.0
H 7.2079 -0.1935 -0.9857 0.1 0.2 0.0
H 6.7414 0.4592 -2.5870 0.2 0.2 0.1
H 5.8253 -1.5967 -2.1563 -0.3 0.4 0.2
C -4.0865 0.1542 8.8658 0.1 0.0 -0.4
O -4.0723 -0.0727 7.4685 0.0 0.1 -0.1
H -4.9755 -0.3156 9.2931 0.1 0.1 -0.1
H -3.1930 -0.2848 9.3163 0.0 0.1 0.3
H -4.1156 1.2290 9.0612 0.0 0.0 0.3
H -3.2729 0.3554 7.1175 -0.1 -0.4 -0.1
C -0.3570 6.1872 -3.6504 -0.2 0.4 0.1
O -1.2076 6.1073 -2.5216 -0.7 0.1 0.4
H 0.4825 5.5019 -3.5120 -0.2 0.1 0.1
H -0.9126 5.9029 -4.5473 0.2 0.0 -0.2
H 0.0213 7.2075 -3.7513 0.0 -0.4 -0.1
H -1.9425 6.7258 -2.6731 0.4 -0.4 0.2
C 2.4796 8.3519 -5.2100 0.2 -0.1 -0.1
O 1.4986 7.3391 -5.3369 0.3 -0.4 -0.5
H 2.0313 9.2221 -4.7247 0.0 -0.2 -0.1
H 3.3079 7.9837 -4.5998 0.1 0.2 0.0
H 2.8414 8.6364 -6.2011 0.2 0.2 0.1
H 1.9253 6.5805 -5.7704 -0.3 0.4 0.2
C 9.3796 0.3330 -4.6664 0.1 -0.1 -0.1
O 8.3986 -0.6797 -4.7934 -0.1 -0.6 -0.2
H 8.9313 1.2032 -4.1812 0.0 -0.2 -0.1
H 10.2079 -0.0352 -4.0563 0.1 0.2 0.0
H 9.7414 0.6175 -5.6576 0.1 0.2 0.1
H 8.8253 -1.4383 -5.2269 -0.4 0.4 0.3
```
Forces are in eV/Å.

Calculated values
E_tot: -2354.87818 Eh
E_LUMO: -1.75 eV
HOMO: -8.66 eV
Kohn-Sham gap: 6.91 eV